[1]
This record from the OMol25 dataset describes a gas-phase ion, C6H8N (charge +1) at a distorted geometry. The level of theory is ωB97M-V/def2-TZVPD.

XYZ file:
```
15
Properties=species:S:1:pos:R:3:mulliken_charge:R:1
C -2.2439 0.1536 1.5834 0.2039
C -1.0569 0.2863 1.6269 -0.7948
C 0.3441 0.7904 0.9885 0.1998
C 0.0995 1.3439 -0.3627 -0.6956
N 0.5362 -0.0076 -0.2237 0.3284
C 0.0343 -1.2259 -0.6932 -0.4621
C 1.4493 -0.8062 -0.9534 -0.3142
H -3.2020 -0.2405 1.7897 0.4137
H 1.0419 1.1739 1.7435 0.3777
H -0.8722 1.4514 -0.7723 0.3167
H 0.8784 1.8834 -0.8664 0.3072
H -0.8084 -1.0233 -1.4039 0.2768
H -0.0498 -2.0468 0.0267 0.2834
H 2.3148 -1.3630 -0.5548 0.2892
H 1.5347 -0.3697 -1.9283 0.2699
```

F_max ... 5.0 eV Å⁻¹
Energy relative to the best compared isomer or geometry (same formula, charge and spin) ... 6.212 eV
LUMO energy ... -2.942 eV
Net charge ... +1



[2]
This record from the OMol25 dataset describes 2 unconnected molecules or ions with the total composition C8H14BClF8O4Si. The level of theory is ωB97M-V/def2-TZVPD.

XYZ file:
```
37
Properties=species:S:1:pos:R:3:mulliken_charge:R:1
F 2.6673 0.1994 1.0171 -0.1983
C 3.5829 1.1016 1.4254 0.0761
F 3.3176 1.4265 2.7106 -0.2655
C 3.5228 2.3822 0.5849 0.8689
F 2.3463 3.0109 0.7873 -0.2603
F 4.5129 3.1719 1.0938 -0.3247
C 3.8121 2.2756 -0.9210 -0.7163
O 2.7141 2.2162 -1.8141 -0.3923
C 2.1017 1.0415 -2.1516 0.8027
F 2.7595 -0.0370 -1.6838 -0.2752
F 2.0920 0.9622 -3.5012 -0.3028
C 0.6294 1.0297 -1.7232 0.2242
F 0.5122 1.2127 -0.3946 -0.1949
F 0.1017 -0.1812 -2.0284 -0.2950
H 4.5799 0.6556 1.3711 0.2712
H 4.2913 3.2198 -1.1697 0.3943
H 4.5366 1.4879 -1.1279 0.3420
H 0.0763 1.8142 -2.2427 0.2168
O -4.4574 -1.3141 -2.6938 -0.5459
C -3.9620 -1.6827 -1.4198 -0.4767
C -2.8881 -0.7298 -0.8663 -0.2999
Si -2.9479 -0.6895 1.0154 0.4614
Cl -3.7432 1.1570 1.5601 -0.3397
C -1.2597 -0.9749 1.7841 -0.5157
B -1.1052 -2.4119 2.4172 0.4783
O -0.0099 -3.1940 2.0778 -0.5368
O -2.0105 -2.9739 3.2627 -0.5197
H -4.4630 -0.3498 -2.7442 0.3269
H -4.7874 -1.7927 -0.7169 0.2634
H -3.5086 -2.6645 -1.5225 0.3021
H -3.0661 0.2756 -1.2369 0.4097
H -1.9130 -1.0640 -1.1945 0.0887
H -3.8943 -1.7053 1.5101 -0.1580
H -1.0946 -0.1846 2.5154 0.2780
H -0.4919 -0.8537 1.0266 0.2109
H -0.0891 -3.4981 1.1616 0.3040
H -2.4644 -2.3390 3.8319 0.2981
```

F_max ... 1.0 eV Å⁻¹
LUMO energy ... 0.381 eV
Net charge ... 0



Copy entry 2 word for word.
This record from the OMol25 dataset describes 2 unconnected molecules or ions with the total composition C8H14BClF8O4Si. The level of theory is ωB97M-V/def2-TZVPD.

XYZ file:
```
37
Properties=species:S:1:pos:R:3:mulliken_charge:R:1
F 2.6673 0.1994 1.0171 -0.1983
C 3.5829 1.1016 1.4254 0.0761
F 3.3176 1.4265 2.7106 -0.2655
C 3.5228 2.3822 0.5849 0.8689
F 2.3463 3.0109 0.7873 -0.2603
F 4.5129 3.1719 1.0938 -0.3247
C 3.8121 2.2756 -0.9210 -0.7163
O 2.7141 2.2162 -1.8141 -0.3923
C 2.1017 1.0415 -2.1516 0.8027
F 2.7595 -0.0370 -1.6838 -0.2752
F 2.0920 0.9622 -3.5012 -0.3028
C 0.6294 1.0297 -1.7232 0.2242
F 0.5122 1.2127 -0.3946 -0.1949
F 0.1017 -0.1812 -2.0284 -0.2950
H 4.5799 0.6556 1.3711 0.2712
H 4.2913 3.2198 -1.1697 0.3943
H 4.5366 1.4879 -1.1279 0.3420
H 0.0763 1.8142 -2.2427 0.2168
O -4.4574 -1.3141 -2.6938 -0.5459
C -3.9620 -1.6827 -1.4198 -0.4767
C -2.8881 -0.7298 -0.8663 -0.2999
Si -2.9479 -0.6895 1.0154 0.4614
Cl -3.7432 1.1570 1.5601 -0.3397
C -1.2597 -0.9749 1.7841 -0.5157
B -1.1052 -2.4119 2.4172 0.4783
O -0.0099 -3.1940 2.0778 -0.5368
O -2.0105 -2.9739 3.2627 -0.5197
H -4.4630 -0.3498 -2.7442 0.3269
H -4.7874 -1.7927 -0.7169 0.2634
H -3.5086 -2.6645 -1.5225 0.3021
H -3.0661 0.2756 -1.2369 0.4097
H -1.9130 -1.0640 -1.1945 0.0887
H -3.8943 -1.7053 1.5101 -0.1580
H -1.0946 -0.1846 2.5154 0.2780
H -0.4919 -0.8537 1.0266 0.2109
H -0.0891 -3.4981 1.1616 0.3040
H -2.4644 -2.3390 3.8319 0.2981
```

F_max ... 1.0 eV Å⁻¹
LUMO energy ... 0.381 eV
Net charge ... 0



Which of these has the lowest LUMO energy?
C6H8N



Which value of net charge does entry 1 give?
+1